Here is a cluster of 2 separate species, C4H12S in total from the OMol25 dataset. Energies are from wB97M-V/def2-TZVPD.

```
! RIJCOSX wB97M-V def2-TZVPD def2/J DEFGRID3
* xyz 1 2
H 0.8429 0.5569 -2.1854
H -3.1241 0.9727 1.5697
C -3.1728 -1.0636 0.5639
H 1.6360 -1.8107 0.9145
H -3.1356 -1.1969 -0.5470
S 1.9597 0.6284 -0.0104
H 0.6995 -1.6294 -0.6252
H 0.5893 2.0573 -1.4518
H -0.3401 0.6350 -0.8744
H -2.5287 -1.8631 1.0708
H -1.4943 0.2736 1.1702
H 2.5539 -1.6882 -0.6791
C -2.5659 0.2960 0.8411
H -4.1281 -1.3563 1.0728
C 1.7073 -1.2830 -0.0597
H -2.6006 0.9965 -0.0766
C 0.6439 1.0505 -1.2107
*
```

The molecular weight is 92.21 u. As for the HOMO energy (alpha / beta): -14.54 / -14.54 eV. For the orbital gap (alpha / beta), the calculation gives 10.362 / 5.861 eV. As for the energy above the lowest of the compared OMol25 structures with the same formula, charge and spin: 28.7 kcal per mole. Its expectation value of S² is 0.75.